[1]
{"formula": "C3H9OPS2", "method": "ωB97M-V/def2-TZVPD", "e_homo_ev": -8.6, "max_force_ev_per_a": 4.51, "charge": 0, "orbital_gap_ev": 8.67, "e_above_lowest_kcal_mol": 88.3, "symbols": ["C", "C", "C", "O", "P", "S", "S", "H", "H", "H", "H", "H", "H", "H", "H", "H"], "coordinates": [[0.103, 0.576, 1.959], [0.468, -0.675, 1.134], [0.858, -0.106, -0.233], [-0.413, 2.133, -1.171], [-0.741, 0.722, -0.939], [-1.228, -0.470, -2.720], [0.431, -0.782, -3.831], [-0.665, 1.036, 1.301], [-0.323, 0.334, 2.831], [1.041, 1.246, 2.095], [1.128, -1.272, 1.580], [-0.417, -1.303, 1.064], [1.746, 0.629, -0.344], [1.122, -1.008, -0.874], [-1.860, 0.330, -0.193], [-1.248, -1.389, -1.658]]}

[2]
{"formula": "C3H9OS", "method": "ωB97M-V/def2-TZVPD", "e_homo_ev": -2.5, "max_force_ev_per_a": 3.68, "charge": -1, "orbital_gap_ev": 6.47, "e_above_lowest_kcal_mol": 30.5, "symbols": ["C", "S", "H", "H", "H", "C", "O", "C", "H", "H", "H", "H", "H", "H"], "coordinates": [[0.041, 1.213, 2.213], [1.610, 0.417, 2.367], [-0.024, 2.080, 2.831], [-0.257, 1.608, 1.261], [-0.885, 0.611, 2.499], [0.366, -0.255, -1.158], [1.140, -1.187, -0.361], [-0.882, -0.891, -1.783], [-0.065, 0.606, -0.568], [0.941, 0.083, -2.004], [1.403, -0.924, 0.542], [-1.237, -1.704, -1.055], [-1.667, -0.186, -2.045], [-0.486, -1.472, -2.739]]}

[3]
{"formula": "C3H9OS", "method": "ωB97M-V/def2-TZVPD", "e_homo_ev": -2.0, "max_force_ev_per_a": 1.29, "charge": -1, "orbital_gap_ev": 4.88, "e_above_lowest_kcal_mol": 33.2, "symbols": ["C", "S", "H", "H", "H", "C", "O", "C", "H", "H", "H", "H", "H", "H"], "coordinates": [[-3.019, 1.570, -1.904], [-3.032, 2.952, -3.078], [-3.386, 1.745, -0.895], [-3.682, 0.759, -2.233], [-2.043, 1.167, -1.830], [1.487, -1.220, 1.721], [2.177, -2.442, 1.361], [1.688, -0.099, 0.693], [0.423, -1.425, 1.825], [2.013, -0.938, 2.632], [2.095, -2.481, 0.398], [1.723, -0.541, -0.305], [0.880, 0.623, 0.755], [2.675, 0.331, 0.860]]}

[4]
{"formula": "C3H9OS", "method": "ωB97M-V/def2-TZVPD", "e_homo_ev": -1.2, "max_force_ev_per_a": 1.38, "charge": -1, "orbital_gap_ev": 5.07, "e_above_lowest_kcal_mol": 74.1, "symbols": ["C", "O", "H", "H", "H", "C", "S", "C", "H", "H", "H", "H", "H", "H"], "coordinates": [[-2.153, 1.248, -0.685], [-1.282, 1.839, 0.281], [-2.201, 0.175, -0.489], [-1.758, 1.409, -1.684], [-3.135, 1.694, -0.520], [1.494, -2.122, -0.392], [0.382, -0.809, 0.263], [1.468, 0.562, 0.400], [2.414, -1.687, -0.767], [1.735, -2.871, 0.372], [0.982, -2.652, -1.199], [1.616, 0.934, 1.412], [-0.499, 1.233, 0.335], [2.367, 0.565, -0.204]]}

[5]
{"formula": "C3H9OS", "method": "ωB97M-V/def2-TZVPD", "e_homo_ev": -2.7, "max_force_ev_per_a": 0.83, "charge": -1, "orbital_gap_ev": 6.85, "e_above_lowest_kcal_mol": 15.8, "symbols": ["C", "O", "H", "H", "H", "C", "C", "S", "H", "H", "H", "H", "H", "H"], "coordinates": [[1.661, -0.524, 2.163], [1.411, -0.994, 0.878], [1.379, 0.520, 2.303], [1.137, -1.096, 2.925], [2.733, -0.614, 2.389], [-0.934, -0.139, -1.972], [-1.241, 1.017, -1.035], [-1.306, 0.529, 0.727], [-1.728, -0.888, -1.921], [-0.027, -0.653, -1.653], [-0.912, 0.174, -3.026], [-0.495, 1.783, -1.190], [-2.182, 1.529, -1.257], [0.505, -0.645, 0.668]]}

[6]
{"formula": "C3H9PS3", "method": "ωB97M-V/def2-TZVPD", "e_homo_ev": -8.7, "max_force_ev_per_a": 4.71, "charge": 0, "smiles": "C[C@@H](S)C(P)(S)S", "orbital_gap_ev": 8.82, "e_above_lowest_kcal_mol": 96.6, "symbols": ["C", "C", "C", "P", "S", "S", "S", "H", "H", "H", "H", "H", "H", "H", "H", "H"], "coordinates": [[1.790, -0.192, -0.374], [0.657, 0.625, 0.287], [-0.657, -0.123, -0.028], [-0.303, -2.052, 1.143], [0.512, 2.386, -0.560], [-2.022, 0.691, 0.800], [-0.942, -0.500, -1.690], [1.415, -0.807, -1.264], [2.842, 0.209, -0.601], [1.923, -0.935, 0.450], [0.728, 0.725, 1.326], [-0.555, -1.509, 2.494], [-1.684, -2.174, 0.582], [-0.012, 1.851, -1.714], [-1.582, 1.946, 0.764], [-2.111, -0.141, -1.615]]}

[7]
{"formula": "C3H9S", "method": "ωB97M-V/def2-TZVPD", "e_homo_ev": -2.1, "max_force_ev_per_a": 0.46, "charge": -1, "orbital_gap_ev": 6.40, "e_above_lowest_kcal_mol": 8.4, "symbols": ["C", "C", "S", "H", "H", "H", "H", "H", "C", "H", "H", "H", "H"], "coordinates": [[-1.927, -0.811, -0.538], [-1.033, -1.760, 0.272], [0.576, -1.039, 0.700], [-1.384, -0.448, -1.410], [-2.214, 0.051, 0.068], [-2.848, -1.322, -0.855], [-0.874, -2.651, -0.342], [-1.579, -2.033, 1.181], [2.262, 2.006, 0.191], [2.956, 1.203, 0.423], [1.869, 1.855, -0.811], [2.770, 2.973, 0.236], [1.429, 1.976, 0.886]]}

[8]
{"formula": "C3H9S", "method": "ωB97M-V/def2-TZVPD", "e_homo_ev": -2.2, "max_force_ev_per_a": 4.09, "charge": -1, "orbital_gap_ev": 6.17, "e_above_lowest_kcal_mol": 39.3, "symbols": ["C", "C", "H", "H", "H", "H", "H", "H", "C", "S", "H", "H", "H"], "coordinates": [[1.208, 1.548, 0.285], [2.685, 1.379, 0.452], [0.956, 2.229, -0.572], [0.664, 0.660, -0.183], [0.637, 1.776, 1.208], [3.378, 0.933, -0.307], [2.625, 0.639, 1.248], [3.176, 2.331, 0.614], [-1.614, -1.117, 0.954], [-1.271, -0.989, -1.009], [-1.612, -0.092, 1.447], [-0.680, -1.828, 1.205], [-2.478, -1.687, 1.335]]}

[9]
{"formula": "C3H9S2", "method": "ωB97M-V/def2-TZVPD", "e_homo_ev": -2.2, "max_force_ev_per_a": 3.16, "charge": -1, "orbital_gap_ev": 5.37, "e_above_lowest_kcal_mol": 53.4, "symbols": ["C", "S", "H", "H", "H", "C", "S", "C", "H", "H", "H", "H", "H", "H"], "coordinates": [[-0.668, 2.074, 2.567], [-0.525, 2.834, 0.790], [-1.435, 2.716, 3.040], [-1.364, 1.089, 2.604], [0.319, 2.042, 3.047], [1.626, -0.416, -0.645], [0.902, -1.118, -2.273], [-0.842, -1.973, -2.079], [2.512, -1.038, -0.363], [1.085, -0.379, 0.267], [1.764, 0.582, -0.896], [-1.510, -1.772, -2.957], [-0.573, -3.043, -2.029], [-1.291, -1.599, -1.073]]}

[10]
{"formula": "C3H9S2", "method": "ωB97M-V/def2-TZVPD", "e_homo_ev": -2.4, "max_force_ev_per_a": 4.01, "charge": -1, "orbital_gap_ev": 6.06, "e_above_lowest_kcal_mol": 45.8, "symbols": ["C", "S", "H", "H", "H", "C", "C", "S", "H", "H", "H", "H", "H", "H"], "coordinates": [[-2.447, 0.241, 0.653], [-2.520, -0.556, -0.974], [-2.665, -0.435, 1.589], [-1.470, 0.587, 1.102], [-3.135, 1.034, 0.553], [2.196, 0.357, 0.172], [0.930, -0.423, -0.154], [0.726, -0.415, -2.007], [2.674, 0.995, -0.570], [3.032, -0.366, 0.333], [2.093, 0.780, 1.105], [0.910, -1.504, 0.016], [0.269, 0.006, 0.488], [-0.592, -0.299, -2.306]]}

[11]
{"formula": "C3H9S3", "method": "ωB97M-V/def2-TZVPD", "e_homo_ev": -2.3, "max_force_ev_per_a": 1.35, "charge": -1, "orbital_gap_ev": 5.22, "e_above_lowest_kcal_mol": 26.0, "symbols": ["C", "S", "H", "H", "H", "C", "S", "S", "C", "H", "H", "H", "H", "H", "H"], "coordinates": [[-1.018, 2.175, 2.372], [-1.581, 2.392, 0.655], [-0.184, 2.868, 2.608], [-1.846, 2.395, 3.074], [-0.689, 1.125, 2.546], [-0.980, 0.447, -1.568], [-0.167, -0.748, -0.485], [1.384, -1.424, -1.814], [2.055, -2.685, -0.693], [-0.378, 1.369, -1.585], [-1.164, 0.069, -2.589], [-1.944, 0.754, -1.168], [1.214, -3.194, -0.173], [2.681, -3.425, -1.233], [2.618, -2.117, 0.053]]}

[12]
{"formula": "C3H9S3", "method": "ωB97M-V/def2-TZVPD", "e_homo_ev": -2.5, "max_force_ev_per_a": 0.45, "charge": -1, "orbital_gap_ev": 5.28, "e_above_lowest_kcal_mol": 10.3, "symbols": ["C", "C", "S", "H", "H", "H", "H", "H", "C", "S", "S", "H", "H", "H", "H"], "coordinates": [[-1.102, 3.581, -1.756], [-0.374, 2.545, -0.905], [-1.425, 1.909, 0.447], [-1.453, 4.403, -1.127], [-1.998, 3.137, -2.194], [-0.468, 4.008, -2.547], [0.525, 2.994, -0.476], [-0.045, 1.725, -1.555], [-0.811, -1.419, 0.191], [0.896, -1.636, -0.367], [1.712, -2.730, 1.166], [-1.346, -2.367, 0.152], [-1.287, -0.731, -0.510], [-0.792, -0.921, 1.152], [2.125, -1.723, 1.956]]}

[13]
{"formula": "C3HAgLiO4", "method": "ωB97M-V/def2-TZVPD", "e_homo_ev": [-10.9, -10.9], "max_force_ev_per_a": 5.61, "charge": 1, "orbital_gap_ev": [5.48, 5.48], "e_above_lowest_kcal_mol": 50.3, "symbols": ["O", "C", "O", "Ag", "O", "C", "C", "O", "Li", "H"], "coordinates": [[-1.336, 0.004, 0.803], [-1.521, 0.322, -0.337], [-1.796, 1.150, -1.129], [-0.599, -1.814, 2.635], [1.184, -0.905, 1.435], [1.096, 0.256, 0.753], [1.236, 0.307, -0.506], [0.550, 0.337, -1.598], [-0.428, 1.808, -2.589], [1.614, -1.465, 0.534]]}

[14]
{"formula": "C3HAlO2", "method": "ωB97M-V/def2-TZVPD", "e_homo_ev": [-14.5, -14.4], "max_force_ev_per_a": 8.20, "s_squared": 0.75, "charge": 1, "orbital_gap_ev": [8.41, 4.68], "e_above_lowest_kcal_mol": 0.0, "spin_multiplicity": 2, "symbols": ["C", "H", "C", "O", "C", "Al", "O"], "coordinates": [[-1.561, 1.191, -0.243], [-2.291, 1.978, -0.320], [-0.745, 0.304, -0.139], [-0.066, -1.899, 0.061], [0.302, -0.729, 0.060], [2.856, -0.519, 0.666], [1.506, -0.326, -0.084]]}

[15]
{"formula": "C3HBr3O2", "method": "ωB97M-V/def2-TZVPD", "e_homo_ev": [-8.5, -8.5], "max_force_ev_per_a": 3.12, "charge": 0, "orbital_gap_ev": [7.03, 7.04], "e_above_lowest_kcal_mol": 119.9, "symbols": ["C", "C", "C", "O", "O", "Br", "Br", "Br", "H"], "coordinates": [[1.931, 0.707, -0.618], [0.016, -0.001, 0.682], [-1.737, -1.487, -0.202], [1.991, 1.782, -0.182], [0.912, -0.174, -0.304], [-0.318, 1.622, 1.366], [-2.911, -0.171, -0.763], [-2.477, -2.284, 1.310], [2.592, 0.006, -1.287]]}

[16]
{"formula": "C3HBrF2", "method": "ωB97M-V/def2-TZVPD", "e_homo_ev": -9.6, "max_force_ev_per_a": 6.81, "charge": 0, "orbital_gap_ev": 7.23, "e_above_lowest_kcal_mol": 114.4, "symbols": ["C", "C", "C", "F", "F", "Br", "H"], "coordinates": [[0.077, 0.805, -0.059], [-1.048, 0.459, -0.090], [-3.778, 0.730, -0.036], [-3.992, 1.457, -1.133], [-3.675, 1.385, 1.082], [-4.788, -0.813, 0.012], [1.105, 0.638, 0.171]]}

[17]
{"formula": "C3HBrF4", "method": "ωB97M-V/def2-TZVPD", "e_homo_ev": [-10.2, -9.6], "max_force_ev_per_a": 2.91, "charge": 0, "orbital_gap_ev": [9.19, 7.98], "e_above_lowest_kcal_mol": 84.4, "symbols": ["C", "C", "C", "F", "F", "F", "F", "Br", "H"], "coordinates": [[-0.249, -0.780, -0.843], [0.907, -0.454, -1.361], [-0.901, 0.790, 1.320], [-0.759, -2.002, -0.829], [1.693, -1.295, -2.175], [1.464, 0.725, -1.142], [-0.736, 1.976, 0.786], [0.512, 0.437, 2.668], [-1.931, 0.602, 1.576]]}

[18]
{"formula": "C3HBrNO3", "method": "ωB97M-V/def2-TZVPD", "e_homo_ev": [-3.6, -3.2], "max_force_ev_per_a": 3.11, "charge": -1, "orbital_gap_ev": [7.01, 6.71], "e_above_lowest_kcal_mol": 121.8, "symbols": ["C", "C", "C", "N", "O", "O", "O", "Br", "H"], "coordinates": [[-1.096, -0.684, 0.695], [-0.170, 1.748, 0.184], [0.075, -1.207, 0.231], [1.035, -0.255, -0.297], [-0.563, 2.823, -0.174], [0.487, -2.368, 0.329], [0.923, 1.136, -0.416], [-2.607, -0.428, -0.298], [1.916, -0.765, -0.254]]}